{"formula": "C10H20Br2O4S2", "method": "ωB97M-V with the def2-TZVPD basis set", "spin_multiplicity": 2, "homo_lumo_gap_ev": [9.4, 3.1], "charge": 1, "s_squared": 0.757, "energy_ha": -6637.9677, "species": ["C", "C", "C", "S", "O", "O", "C", "H", "H", "H", "H", "H", "H", "H", "H", "C", "C", "C", "S", "O", "O", "C", "H", "H", "H", "H", "H", "H", "H", "H", "Br", "C", "C", "Br", "H", "H", "H", "H"], "coordinates": [[-1.194, 3.790, -0.485], [-1.995, 3.133, -1.598], [-2.103, 1.604, -1.388], [-2.301, 1.513, 0.470], [-1.305, 0.637, 1.140], [-3.739, 1.555, 0.877], [-1.716, 3.238, 0.866], [-1.034, 4.852, -0.674], [-0.207, 3.353, -0.636], [-1.716, 3.514, -2.580], [-2.993, 3.567, -1.672], [-1.158, 1.065, -1.459], [-2.840, 1.208, -2.087], [-0.998, 3.179, 1.685], [-2.605, 3.835, 1.067], [-0.187, -4.449, 0.510], [0.931, -4.750, -0.485], [1.992, -3.648, -0.343], [1.057, -2.075, 0.006], [0.826, -1.201, -1.173], [1.503, -1.429, 1.222], [-0.499, -2.943, 0.409], [0.223, -4.606, 1.508], [-1.106, -5.025, 0.405], [0.477, -4.784, -1.475], [1.275, -5.755, -0.240], [2.724, -3.439, -1.123], [2.554, -3.796, 0.580], [-1.184, -2.819, -0.430], [-0.951, -2.481, 1.287], [2.815, 2.965, -1.073], [2.123, 1.395, -0.002], [2.196, 1.738, 1.493], [4.083, 1.654, 2.190], [2.684, 0.489, -0.230], [1.086, 1.267, -0.312], [1.563, 0.978, 1.952], [1.719, 2.670, 1.798]]}


{"formula": "C10H20CdN2Si", "method": "ωB97M-V with the def2-TZVPD basis set", "homo_lumo_gap_ev": 8.0, "charge": 0, "e_above_lowest_kcal_mol": 0.0, "energy_ha": -959.7869, "species": ["Cd", "C", "H", "H", "H", "H", "H", "C", "C", "C", "C", "C", "C", "N", "N", "Si", "C", "C", "C", "H", "H", "H", "H", "H", "H", "H", "H", "H", "H", "H", "H", "H", "H", "H"], "coordinates": [[-1.529, -0.476, -1.190], [-3.612, -0.268, -1.609], [-4.071, -1.260, -1.682], [-4.061, 0.274, -0.767], [-3.800, 0.308, -2.523], [-2.977, 3.429, -2.038], [-2.274, 3.550, -1.775], [-3.057, -0.073, 2.427], [-1.563, -0.237, 2.340], [-0.727, -0.321, 3.462], [0.658, -0.393, 3.278], [1.198, -0.367, 1.994], [0.303, -0.316, 0.892], [-1.051, -0.301, 1.116], [0.575, -0.321, -0.421], [2.070, -0.202, -1.325], [3.084, 1.213, -0.651], [3.000, -1.795, -1.066], [1.620, 0.115, -3.117], [-3.364, 0.909, 2.039], [-3.584, -0.836, 1.838], [-3.383, -0.145, 3.471], [-1.181, -0.311, 4.454], [1.321, -0.486, 4.137], [2.271, -0.383, 1.799], [3.036, 1.250, 0.444], [4.128, 1.071, -0.955], [2.734, 2.177, -1.042], [2.553, -2.624, -1.626], [4.037, -1.671, -1.393], [2.998, -2.068, -0.005], [0.954, -0.653, -3.539], [1.141, 1.097, -3.257], [2.552, 0.112, -3.709]]}


{"formula": "C10H20Cl10F4Mg2N2O8S4", "method": "ωB97M-V with the def2-TZVPD basis set", "spin_multiplicity": 2, "homo_lumo_gap_ev": [5.3, 2.7], "charge": 3, "s_squared": 0.754, "energy_ha": -8097.4793, "species": ["Mg", "Mg", "N", "S", "O", "O", "F", "S", "O", "O", "F", "N", "S", "O", "O", "F", "S", "O", "O", "F", "Cl", "C", "C", "Cl", "H", "H", "H", "H", "Cl", "C", "C", "Cl", "H", "H", "H", "H", "Cl", "C", "C", "Cl", "H", "H", "H", "H", "Cl", "C", "C", "Cl", "H", "H", "H", "H", "Cl", "C", "C", "Cl", "H", "H", "H", "H"], "coordinates": [[-1.948, 1.992, 3.476], [2.589, -0.022, 2.396], [0.960, -0.340, 1.624], [-0.514, -0.831, 2.262], [-1.055, -2.128, 1.984], [-1.421, 0.237, 2.714], [0.110, -1.088, 3.679], [0.320, -0.242, 0.240], [-0.598, 0.818, -0.020], [0.246, -1.457, -0.577], [1.698, 0.480, -0.306], [-0.392, 2.152, 4.416], [1.068, 2.710, 3.705], [2.059, 1.654, 3.411], [1.535, 4.071, 3.975], [0.338, 2.781, 2.258], [0.451, 1.876, 5.696], [1.089, 2.990, 6.375], [0.855, 0.532, 5.951], [-0.911, 1.791, 6.531], [-3.737, -1.175, 0.710], [-4.062, -2.981, 0.916], [-4.589, -3.401, 2.361], [-3.421, -2.965, 3.660], [-3.102, -3.404, 0.618], [-4.881, -3.249, 0.250], [-4.803, -4.465, 2.457], [-5.506, -2.838, 2.535], [3.957, 5.704, 2.380], [3.336, 5.670, 0.673], [2.170, 4.760, 0.391], [2.604, 3.008, 0.444], [4.097, 5.491, -0.087], [2.996, 6.681, 0.448], [1.757, 4.956, -0.599], [1.452, 4.976, 1.183], [-2.391, -4.894, -4.528], [-1.471, -3.424, -4.395], [-0.714, -3.291, -3.077], [-1.904, -3.072, -1.747], [-2.123, -2.557, -4.500], [-0.813, -3.452, -5.263], [-0.016, -2.455, -3.098], [-0.105, -4.162, -2.833], [-0.369, 0.480, -3.036], [-1.421, 1.774, -3.485], [-1.899, 2.546, -2.226], [-0.605, 3.516, -1.369], [-2.360, 1.388, -3.883], [-0.862, 2.437, -4.145], [-2.418, 1.829, -1.590], [-2.608, 3.303, -2.561], [3.703, -1.090, -2.838], [3.330, -2.778, -2.650], [3.570, -3.642, -3.855], [2.549, -3.142, -5.177], [2.303, -2.752, -2.286], [3.919, -3.094, -1.788], [3.335, -4.693, -3.690], [4.623, -3.520, -4.111]]}


{"formula": "C10H20CsO6S2V", "method": "ωB97M-V with the def2-TZVPD basis set", "spin_multiplicity": 5, "homo_lumo_gap_ev": [4.7, 6.1], "charge": 0, "s_squared": 6.007, "energy_ha": -2604.7379, "species": ["V", "Cs", "O", "C", "C", "O", "H", "H", "H", "H", "C", "C", "C", "S", "O", "O", "C", "H", "H", "H", "H", "H", "H", "H", "H", "C", "C", "C", "S", "O", "O", "C", "H", "H", "H", "H", "H", "H", "H", "H"], "coordinates": [[2.681, 5.153, 1.836], [4.942, 2.097, 4.197], [0.728, 3.996, 1.710], [1.003, 2.575, 1.355], [2.436, 1.951, 1.630], [3.474, 2.869, 1.773], [0.825, 2.361, 0.301], [0.373, 1.873, 1.901], [2.696, 1.164, 0.921], [2.388, 1.356, 2.542], [-3.659, 0.366, 0.529], [-4.452, -0.330, -0.592], [-4.255, 0.407, -1.938], [-2.510, 1.123, -1.812], [-2.652, 2.607, -1.810], [-1.560, 0.437, -2.654], [-2.292, 0.426, -0.025], [-3.668, -0.241, 1.434], [-4.131, 1.319, 0.767], [-5.492, -0.430, -0.281], [-4.231, -1.375, -0.810], [-4.919, 1.271, -1.914], [-4.432, -0.092, -2.891], [-1.534, 1.032, 0.471], [-1.947, -0.562, -0.331], [0.855, -2.521, 0.004], [2.172, -2.928, 0.632], [3.218, -1.869, 0.196], [2.869, -1.327, -1.509], [3.549, -2.303, -2.325], [3.082, 0.126, -1.748], [1.027, -1.780, -1.411], [0.092, -2.030, 0.608], [0.381, -3.497, -0.104], [2.309, -3.963, 0.319], [2.114, -2.657, 1.686], [4.233, -2.262, 0.255], [3.148, -0.966, 0.802], [0.729, -2.486, -2.185], [0.409, -0.891, -1.532]]}


{"formula": "C10H20GaN2OP", "method": "ωB97M-V with the def2-TZVPD basis set", "homo_lumo_gap_ev": 5.5, "charge": 0, "e_above_lowest_kcal_mol": 6.8, "energy_ha": -2843.7579, "species": ["C", "C", "C", "C", "C", "Ga", "P", "H", "H", "H", "H", "H", "H", "H", "H", "C", "N", "C", "C", "O", "N", "C", "C", "H", "H", "H", "H", "H", "H", "H", "H", "H", "H", "H", "H"], "coordinates": [[-1.064, -0.702, -1.515], [-0.863, 0.207, -2.512], [-0.186, 1.442, -2.400], [0.526, 1.933, -1.286], [0.963, 1.232, -0.209], [0.233, -0.458, -0.240], [0.901, -2.667, 0.620], [-1.790, -1.511, -1.646], [-1.309, 0.004, -3.500], [-0.278, 2.131, -3.250], [1.557, 1.735, 0.551], [0.766, 3.004, -1.319], [2.129, -2.688, 1.343], [1.063, -3.639, -0.418], [-0.066, -3.250, 1.501], [-2.532, 0.391, 3.139], [-1.334, 0.201, 3.933], [-1.528, -0.113, 5.338], [-0.188, 0.114, 3.199], [-0.361, 0.092, 1.941], [1.061, 0.084, 3.757], [1.347, 0.208, 5.175], [2.253, 0.186, 2.928], [-3.375, 0.421, 3.831], [-2.669, -0.423, 2.413], [-2.473, 1.340, 2.589], [-1.049, -1.064, 5.607], [-1.170, 0.698, 5.987], [-2.607, -0.222, 5.473], [0.759, -0.493, 5.772], [2.408, -0.030, 5.311], [1.165, 1.230, 5.551], [1.988, 0.213, 1.871], [2.795, 1.106, 3.184], [2.912, -0.664, 3.147]]}


{"formula": "C10H20IN2O3P", "method": "ωB97M-V with the def2-TZVPD basis set", "homo_lumo_gap_ev": 4.2, "charge": 0, "energy_ha": -1367.0374, "species": ["C", "P", "C", "C", "C", "C", "C", "O", "C", "C", "N", "N", "C", "C", "O", "I", "H", "H", "H", "H", "H", "H", "H", "H", "H", "H", "H", "H", "H", "H", "H", "H", "H", "H", "H", "O", "H"], "coordinates": [[1.593, 1.239, 2.957], [0.617, -0.191, 2.129], [-0.934, -0.348, 3.219], [0.205, 0.492, 0.411], [-1.253, 1.040, 0.072], [-2.444, 0.027, -0.302], [-2.372, -1.416, 0.380], [-3.351, -1.476, 1.468], [-0.857, 1.663, -1.383], [0.024, 0.380, -1.845], [0.102, 0.080, -3.254], [0.588, -0.281, -0.816], [1.411, -1.512, -0.935], [2.702, -1.286, -1.833], [2.734, -1.394, -3.066], [4.602, -0.772, -0.866], [2.555, 1.476, 2.404], [0.911, 2.164, 2.832], [1.715, 1.086, 4.076], [-1.841, 0.215, 2.795], [-0.692, 0.116, 4.238], [-1.200, -1.456, 3.380], [0.885, 1.424, 0.324], [-1.753, 1.759, 0.817], [-2.610, -0.123, -1.422], [-3.415, 0.513, 0.086], [-2.719, -2.218, -0.375], [-1.338, -1.742, 0.726], [-2.927, -2.037, 2.157], [-0.171, 2.550, -1.174], [-1.696, 1.997, -2.066], [0.755, 0.726, -3.730], [0.340, -0.904, -3.433], [1.760, -1.868, 0.093], [0.731, -2.347, -1.345], [3.859, 1.510, -3.677], [3.481, 0.914, -3.040]]}